C6H24F2N12O6Y as an isolated structure. Source: the OMol25 dataset; level of theory: ωB97M-V/def2-TZVPD.

Structure (ORCA input):
```
! wB97M-V def2-TZVPD RIJCOSX def2/J DEFGRID3
* xyz 1 1
Y 0.4981 0.3546 -0.1919
F 2.1516 -0.5680 -1.4054
F 0.5911 2.5931 0.3470
C 3.2855 0.6458 1.9716
O 2.3761 0.5261 1.1562
N 4.6019 0.5046 1.6464
N 3.0078 0.9798 3.2518
H 5.3207 0.6919 2.3155
H 4.7113 0.2750 0.6723
H 2.0781 0.8430 3.6032
H 3.6979 1.3390 3.8861
C -0.8078 1.0709 3.1150
O -0.4645 0.5721 2.0392
N -0.6480 0.3987 4.3001
N -1.5575 2.1720 3.1952
H -0.2992 -0.5164 4.5058
H -1.2593 0.7530 5.0160
H -1.6422 2.7468 2.3746
H -1.9448 2.4297 4.0816
C -2.8585 1.2821 -0.6868
O -1.8517 0.7500 -0.2334
N -4.0259 0.6210 -0.8400
N -2.9760 2.6623 -0.8318
H -3.8594 -0.3690 -0.7343
H -4.8567 1.1190 -1.0770
H -3.9110 2.9326 -1.0618
H -2.3752 3.2753 -0.3084
C 1.1637 -2.7433 1.3277
O 0.5616 -1.7743 0.8677
N 0.6357 -3.6717 2.1761
N 2.4018 -3.0522 0.8911
H 1.0946 -4.5370 2.3700
H -0.2435 -3.4035 2.5832
H 2.8525 -2.4563 0.2120
H 2.8058 -3.9129 1.2040
C -0.7658 -2.1872 -2.2718
O -0.7663 -1.2629 -1.4673
N -1.9072 -2.8332 -2.6768
N 0.3367 -2.4927 -2.9909
H -1.8769 -3.6479 -3.2629
H -2.5878 -2.8477 -1.9318
H 1.1920 -1.9660 -2.8505
H 0.3006 -2.9988 -3.8575
C -0.0861 1.7733 -3.3452
O 0.1281 1.4545 -2.1685
N -1.2123 1.3006 -3.9254
N 0.6659 2.5898 -4.1012
H -1.8780 0.8683 -3.3098
H -1.5910 1.7799 -4.7254
H 0.3283 2.8041 -5.0232
H 1.4654 3.1319 -3.8303
*
```

Results
ΔE to the lowest compared entry with this formula, charge and spin   0.00 kJ/mol

Charges per atom according to natural (NBO) partitioning, unit e:
1 Y 2.110
2 F -0.836
3 F -0.835
4 C 0.818
5 O -0.694
6 N -0.829
7 N -0.830
8 H 0.403
9 H 0.428
10 H 0.412
11 H 0.393
12 C 0.807
13 O -0.676
14 N -0.845
15 N -0.811
16 H 0.415
17 H 0.376
18 H 0.433
19 H 0.391
20 C 0.804
21 O -0.674
22 N -0.835
23 N -0.837
24 H 0.422
25 H 0.405
26 H 0.374
27 H 0.430
28 C 0.809
29 O -0.698
30 N -0.838
31 N -0.822
32 H 0.403
33 H 0.411
34 H 0.444
35 H 0.385
36 C 0.810
37 O -0.695
38 N -0.833
39 N -0.830
40 H 0.397
41 H 0.395
42 H 0.450
43 H 0.388
44 C 0.820
45 O -0.698
46 N -0.818
47 N -0.805
48 H 0.409
49 H 0.385
50 H 0.387
51 H 0.429

=====

C6H24HgN2O8 as an isolated structure. Source: the OMol25 dataset; level of theory: ωB97M-V/def2-TZVPD.

Structure (ORCA input):
```
! wB97M-V def2-TZVPD RIJCOSX def2/J DEFGRID3
* xyz 0 1
Hg -0.3447 0.3784 -0.7180
C 2.3855 3.9656 0.0196
C 1.8543 2.8658 0.9377
O 1.4562 1.6017 0.2962
H 1.5950 4.2085 -0.6905
H 3.3530 3.7590 -0.4379
H 2.5329 4.8429 0.6494
H 1.0506 3.2420 1.5706
H 2.4837 2.6317 1.7964
C -0.9161 2.8817 -2.3405
O -1.1409 1.5445 -2.6706
H -1.7133 3.4825 -1.9027
H -0.0783 3.0236 -1.6578
H -0.9332 3.5357 -3.2124
C 2.0967 -2.5947 2.5983
C 2.6030 -1.1904 2.3587
O 2.5242 -0.8672 1.0076
O 0.6813 -2.7322 2.6690
H 2.4186 -2.9249 3.5860
H 2.4429 -3.2782 1.8230
H 3.6752 -1.0638 2.5081
H 2.0125 -0.5671 3.0302
H 2.1070 -0.0362 0.7692
H 0.4673 -3.6630 2.7663
C -3.3394 -1.4637 -1.4964
O -2.3133 -0.7989 -1.2181
N -3.4449 -2.1882 -2.5898
N -4.3741 -1.5673 -0.6506
H -4.1675 -2.8880 -2.4980
H -2.7082 -2.2878 -3.2735
H -4.3229 -1.1089 0.2479
H -5.0559 -2.2992 -0.7906
O -1.8035 0.4170 1.1943
H -2.5449 1.0223 1.2058
H -2.1478 -0.3913 1.5744
O 0.8586 -0.9255 -2.2244
H 1.2178 -1.7980 -2.0635
H 1.2622 -0.6477 -3.0467
O -0.1928 -1.7971 0.1754
H 0.2707 -2.4491 -0.3503
H 0.1925 -1.8746 1.0482
*
```

Charges per atom according to natural (NBO) partitioning, unit e:
1 Hg 1.616
2 C -0.631
3 C -0.043
4 O -1.053
5 H 0.211
6 H 0.201
7 H 0.195
8 H 0.134
9 H 0.139
10 C -0.263
11 O -0.945
12 H 0.110
13 H 0.145
14 H 0.133
15 C -0.085
16 C -0.097
17 O -0.785
18 O -0.754
19 H 0.167
20 H 0.163
21 H 0.190
22 H 0.179
23 H 0.532
24 H 0.479
25 C 0.783
26 O -0.725
27 N -0.806
28 N -0.828
29 H 0.374
30 H 0.425
31 H 0.405
32 H 0.384
33 O -0.947
34 H 0.489
35 H 0.482
36 O -0.960
37 H 0.473
38 H 0.505
39 O -0.976
40 H 0.474
41 H 0.510

=====

A 6-piece molecular cluster, C6H24N10O6 overall. Source: the OMol25 dataset; level of theory: ωB97M-V/def2-TZVPD.

Structure (ORCA input):
```
! wB97M-V def2-TZVPD RIJCOSX def2/J DEFGRID3
* xyz 0 1
N -8.8615 4.4203 16.6221
C -9.3054 5.6527 16.9741
N -9.9620 5.7265 18.1832
O -9.2190 6.6147 16.2149
H -8.9255 3.6043 17.2012
H -8.5051 4.3347 15.6871
H -10.3154 6.6030 18.5142
H -9.9374 4.9310 18.7950
N -13.9197 0.4645 17.7535
C -14.6230 0.0943 18.8691
N -14.8999 1.1389 19.7228
O -14.9519 -1.0570 19.1160
H -13.7899 -0.2305 17.0433
H -13.8939 1.4546 17.5350
H -14.7245 2.0850 19.4399
H -15.3961 0.8565 20.5459
N -14.5577 4.2368 15.1954
C -13.6454 4.0546 16.1945
N -12.5338 4.8342 16.0981
O -13.8455 3.2793 17.1326
H -15.3689 3.6462 15.2418
H -14.4729 4.9944 14.5423
H -12.4847 5.4575 15.2992
H -11.7846 4.7144 16.7524
N -17.6683 2.9328 16.2880
C -17.9434 1.5883 16.3870
N -18.1626 1.1109 17.6419
O -17.9462 0.8824 15.3981
H -17.6580 3.3099 15.3592
H -17.7323 3.5872 17.0462
H -18.1412 1.7290 18.4304
H -18.3639 0.1363 17.7558
N -11.7036 8.1053 15.8314
C -12.5084 7.9589 14.7603
N -13.3433 8.9948 14.4553
O -12.4797 6.9220 14.0823
H -11.6632 8.9576 16.3600
H -11.0856 7.3569 16.1180
H -13.4916 9.7067 15.1478
H -14.0690 8.8063 13.7885
C -12.1212 4.1504 11.8420
O -11.7573 5.5121 11.7545
H -13.1626 3.9750 11.5395
H -11.4739 3.5794 11.1787
H -12.0196 3.7436 12.8567
H -12.2171 5.9751 12.4689
*
```

Results
SMILES string   NC(N)=O.NC(N)=O.NC(N)=O.NC(N)=O.NC(N)=O.CO
ΔE to the lowest compared entry with this formula, charge and spin   0.00 kJ/mol

Charges per atom according to natural (NBO) partitioning, unit e:
1 N -0.837
2 C 0.770
3 N -0.857
4 O -0.675
5 H 0.397
6 H 0.420
7 H 0.411
8 H 0.394
9 N -0.864
10 C 0.775
11 N -0.873
12 O -0.679
13 H 0.399
14 H 0.422
15 H 0.401
16 H 0.401
17 N -0.851
18 C 0.792
19 N -0.860
20 O -0.736
21 H 0.414
22 H 0.401
23 H 0.422
24 H 0.405
25 N -0.865
26 C 0.772
27 N -0.838
28 O -0.654
29 H 0.398
30 H 0.386
31 H 0.385
32 H 0.418
33 N -0.827
34 C 0.797
35 N -0.826
36 O -0.748
37 H 0.387
38 H 0.435
39 H 0.388
40 H 0.410
41 C -0.247
42 O -0.738
43 H 0.151
44 H 0.177
45 H 0.155
46 H 0.492

=====

How do the records compare in LUMO? In the order shown, they have -0.06616, -0.00727, 0.00390 hartree.
How do the records compare in Kohn-Sham gap? In the order shown, they have 9.499, 6.537, 9.309 eV.
How do the records compare in HOMO? In the order shown, they have -11.30, -6.74, -9.20 eV.